# Ca3Cl3CoO16PtS4

Ca3Cl3CoO16PtS4 as an isolated structure (the ωB97M-V functional and the def2-TZVPD basis, the OMol25 dataset).

Last column: natural (NBO) charge in e.
Cartesian coordinates (Å):
Pt 0.765 4.557 -0.952  0.8549
Co 1.363 -2.110 -3.341  1.5090
Ca 0.931 -0.596 2.038  1.8536
Ca 0.086 -2.869 5.299  1.8179
Ca -0.413 1.313 -1.154  1.8157
S -0.756 -0.036 -4.087  2.6019
O -1.047 -0.490 -2.737  -1.1392
O -0.213 1.310 -3.911  -1.0484
O 0.387 -1.067 -4.493  -1.1363
O -1.733 -0.271 -5.073  -0.9671
S -1.633 -2.783 3.060  2.5068
O -0.573 -2.210 2.080  -1.1578
O -2.933 -3.008 2.354  -0.9058
O -1.038 -4.040 3.669  -1.1296
O -1.591 -1.846 4.281  -1.1551
S 1.508 -1.514 -0.856  2.5700
O 0.574 -2.511 -1.456  -0.9912
O 2.505 -1.262 -2.025  -1.0377
O 0.852 -0.190 -0.567  -1.1735
O 2.085 -1.750 0.452  -1.0574
S -0.635 2.757 1.301  2.5196
O 0.141 1.543 1.201  -1.1442
O -1.023 3.119 2.666  -0.9720
O 0.343 4.080 0.926  -0.9790
O -1.740 2.887 0.364  -1.0207
Cl 2.302 -1.994 4.274  -0.8962
Cl -0.558 6.178 -1.679  -0.5309
Cl 2.044 2.804 -1.635  -0.6073

Atoms 1-6, force components in eV/Å:
0.02 -0.04 -0.27
-1.16 1.03 -0.27
-0.30 0.12 -0.47
-0.48 -0.26 -0.93
-1.10 1.21 -2.45
2.13 -0.53 0.61

## Properties
Kohn-Sham gap (alpha / beta) = 5.211 / 5.930 eV
Multiplicity = 6
LUMO energy (alpha / beta) = -0.253 / -0.253 eV
Net charge = -1
Energy = -209872.67170 eV
HOMO level (alpha / beta) = -5.464 / -6.184 eV
Max |F| = 9.46 eV Å⁻¹
<S²> = 8.767

# Ca3Cs2O28PdS7

Ca3Cs2O28PdS7 as an isolated structure (the ωB97M-V functional and the def2-TZVPD basis, the OMol25 dataset).

Last column: Mulliken spin population.
Cartesian coordinates (Å):
Pd 2.100 2.444 -0.478  1.5111
Ca -4.391 2.248 1.494  0.0004
Ca -0.790 -0.756 0.224  0.0001
Ca 2.968 -3.577 -1.275  0.0002
Cs 2.908 0.058 2.191  -0.0007
Cs -4.273 0.674 -2.172  0.0001
S 5.420 -5.224 -2.184  0.0000
O 6.423 -5.399 -1.145  0.0000
O 4.095 -5.802 -1.604  0.0000
O 5.061 -3.705 -2.295  0.0000
O 5.616 -5.719 -3.526  0.0000
S 1.365 -0.135 -1.937  -0.0012
O 1.830 1.034 -2.797  0.0195
O -0.081 -0.514 -2.035  0.0029
O 2.099 -1.379 -2.089  0.0124
O 1.686 0.342 -0.508  0.1079
S -6.540 3.628 -0.038  0.0000
O -6.137 5.064 -0.168  0.0000
O -7.717 3.274 -0.731  0.0000
O -5.292 2.782 -0.447  0.0000
O -6.648 3.342 1.440  0.0000
S -4.218 -0.779 1.495  0.0002
O -5.123 0.068 0.641  0.0000
O -2.956 -0.878 0.672  0.0000
O -3.978 0.099 2.703  0.0000
O -4.860 -2.011 1.716  0.0000
S 1.010 -3.287 1.237  -0.0011
O 0.708 -2.027 1.997  0.0006
O 0.341 -3.165 -0.122  -0.0002
O 2.475 -3.218 0.877  0.0000
O 0.798 -4.478 2.055  0.0000
S -1.097 2.282 0.424  0.0086
O -0.308 1.196 1.071  -0.0006
O -0.111 3.205 -0.278  0.0600
O -1.996 1.573 -0.535  -0.0019
O -2.016 3.128 1.286  0.0038
S 4.406 3.140 0.956  -0.0088
O 4.769 4.460 0.545  0.0086
O 4.549 2.130 -0.084  0.0632
O 5.041 2.740 2.205  0.0176
O 2.864 3.140 1.222  0.1975

Atoms 1-6, force components in eV/Å:
-0.90 -0.76 -1.03
0.00 -0.65 -0.34
0.44 -1.08 -0.15
0.58 -0.11 -0.41
-0.10 -0.02 -0.30
0.16 0.16 0.72

## Properties
Kohn-Sham gap = 5.767 eV
Multiplicity = 3
LUMO energy = 5.692 eV
Net charge = -4
Energy = -193086.46062 eV
HOMO level = -0.076 eV
Max |F| = 5.51 eV Å⁻¹
<S²> = 2.004

# CaCl4

CaCl4 as an isolated structure (the ωB97M-V functional and the def2-TZVPD basis, the OMol25 dataset).

Last column: natural (NBO) charge in e.
Cartesian coordinates (Å):
Ca 0.082 -0.057 0.087  1.8281
Cl -2.712 -2.502 1.340  -0.9593
Cl 1.937 2.220 2.536  -0.9566
Cl 2.751 -1.911 -1.813  -0.9547
Cl -2.058 2.251 -2.150  -0.9574

Atomic forces in eV per Å
-0.01 0.15 -0.27
0.77 0.61 -0.26
-0.55 -0.69 -0.66
-0.83 0.55 0.59
0.61 -0.62 0.59

## Properties
Kohn-Sham gap = 7.368 eV
Multiplicity = 1
LUMO energy = 3.943 eV
Net charge = -2
Energy = -68533.15895 eV
ΔE to the lowest compared entry with this formula, charge and spin = 99.1 kcal/mol
HOMO level = -3.425 eV
Max |F| = 1.16 eV Å⁻¹

# CaH14N3O16

CaH14N3O16 as an isolated structure (the ωB97M-V functional and the def2-TZVPD basis, the OMol25 dataset).

Last column: natural (NBO) charge in e.
Cartesian coordinates (Å):
Ca 1.241 -1.520 -2.458  1.8782
N 4.177 0.105 -1.295  0.7297
O 4.936 -0.707 -0.754  -0.4848
O 4.331 1.312 -1.245  -0.4221
O 3.163 -0.369 -1.948  -0.7798
N -2.281 -1.091 -3.100  0.7196
O -1.183 -1.262 -2.442  -0.7430
O -2.275 -0.310 -4.063  -0.4917
O -3.288 -1.678 -2.714  -0.4506
N -0.130 0.055 0.397  0.7530
O -0.739 1.096 0.114  -0.5039
O -0.264 -0.483 1.527  -0.5599
O 0.601 -0.487 -0.455  -0.6118
O 0.937 2.626 -2.005  -0.9521
H 0.384 2.672 -2.791  0.4626
H 0.425 2.086 -1.383  0.4825
O 0.984 -2.948 1.705  -0.9861
H 1.826 -2.810 1.258  0.4682
H 0.531 -2.080 1.665  0.5007
O -1.948 3.786 -0.508  -0.9576
H -1.734 2.878 -0.259  0.4824
H -1.191 4.289 -0.189  0.4750
O -3.616 -0.910 1.785  -0.9448
H -3.763 -0.032 2.150  0.4637
H -2.731 -0.864 1.402  0.4801
O -1.643 3.061 2.398  -0.9563
H -1.302 2.192 2.147  0.4807
H -2.452 3.161 1.885  0.4718
O 1.547 -0.136 3.864  -0.9509
H 1.019 -0.596 4.523  0.4609
H 0.952 -0.042 3.105  0.4839
O 1.231 -3.432 -1.086  -1.0404
H 0.600 -3.287 -0.347  0.5366
H 1.654 -4.272 -0.884  0.5060

Atoms 1-6, force components in eV/Å:
-0.50 1.49 1.29
0.36 -0.20 0.37
-0.31 0.25 -0.24
-0.09 -0.34 -0.12
-0.75 -0.58 -0.67
-0.35 0.39 -0.20

## Properties
Kohn-Sham gap = 7.856 eV
Multiplicity = 1
LUMO energy = 0.977 eV
Net charge = -1
Energy = -55892.27104 eV
ΔE to the lowest compared entry with this formula, charge and spin = 0.2 kcal/mol
HOMO level = -6.879 eV
Max |F| = 2.03 eV Å⁻¹

# CaH14NO10

CaH14NO10 as an isolated structure (the ωB97M-V functional and the def2-TZVPD basis, the OMol25 dataset).

Last column: natural (NBO) charge in e.
Cartesian coordinates (Å):
Ca 32.703 5.155 1.144  1.8125
N 34.837 4.289 3.540  0.7110
O 33.968 5.153 3.099  -0.7210
O 35.570 3.660 2.712  -0.5305
O 34.627 3.735 4.604  -0.4067
O 32.398 2.814 1.914  -0.9635
H 31.662 2.907 2.487  0.4856
H 32.856 2.276 2.490  0.4969
O 32.992 6.580 -0.791  -0.9836
H 32.331 6.437 -1.494  0.4879
H 33.679 7.157 -1.138  0.5172
O 31.781 3.889 -0.803  -0.9650
H 31.349 3.115 -1.114  0.5101
H 31.407 4.621 -1.268  0.4734
O 30.512 6.311 0.721  -0.9834
H 30.435 7.039 1.330  0.5040
H 29.656 6.294 0.316  0.4958
O 31.104 4.983 3.099  -0.9811
H 31.348 5.214 3.963  0.5064
H 30.135 4.991 3.115  0.4930
O 34.395 4.089 0.073  -0.9896
H 34.118 3.301 -0.342  0.4910
H 35.104 3.793 0.613  0.5213
O 32.786 7.639 2.066  -0.9811
H 32.864 8.496 1.692  0.4955
H 32.736 7.727 3.015  0.5036

Atoms 1-6, force components in eV/Å:
0.21 0.20 1.10
-2.08 -4.33 -1.88
1.13 0.73 0.15
0.09 2.16 0.07
0.36 1.56 1.06
-0.95 1.22 -2.07

## Properties
Kohn-Sham gap = 8.145 eV
Multiplicity = 1
LUMO energy = -3.646 eV
Net charge = +1
Energy = -40625.99647 eV
ΔE to the lowest compared entry with this formula, charge and spin = 17.6 kcal/mol
HOMO level = -11.792 eV
Max |F| = 5.16 eV Å⁻¹

# CaH16O8

CaH16O8 as an isolated structure (the ωB97M-V functional and the def2-TZVPD basis, the OMol25 dataset).

Last column: natural (NBO) charge in e.
Cartesian coordinates (Å):
Ca -0.180 -0.058 -0.283  1.8358
O 0.375 2.121 -1.483  -0.9692
H -0.069 2.349 -2.269  0.4942
H 0.256 2.942 -0.973  0.4956
O -2.047 -0.177 -1.940  -0.9787
H -2.647 0.436 -1.535  0.4973
H -1.825 0.147 -2.836  0.5077
O 0.227 -2.343 0.106  -0.9964
H 0.006 -2.718 0.959  0.5007
H 0.951 -2.894 -0.223  0.5213
O 0.442 -0.656 2.352  -0.9810
H 0.883 -1.353 2.848  0.5081
H -0.202 -0.317 2.905  0.4853
O 2.283 0.397 0.136  -0.9915
H 3.193 0.473 -0.085  0.5091
H 2.338 0.439 1.099  0.5000
O -0.020 1.865 1.255  -1.0119
H 0.644 2.594 1.092  0.5189
H -0.106 1.679 2.211  0.5127
O 0.872 -0.970 -2.287  -0.9918
H 0.503 -1.121 -3.119  0.5033
H 1.796 -0.716 -2.435  0.5123
O -2.206 -0.592 1.369  -0.9965
H -2.493 -1.469 1.570  0.5061
H -2.977 -0.061 1.568  0.5083

Atoms 1-6, force components in eV/Å:
0.44 -0.03 0.17
0.26 -0.03 1.84
-0.74 0.30 -2.03
0.24 -0.31 -0.09
1.40 -0.24 -0.27
-0.97 0.56 -0.16

## Properties
Kohn-Sham gap = 12.653 eV
Multiplicity = 1
LUMO energy = -6.471 eV
Net charge = +2
Energy = -35068.50499 eV
ΔE to the lowest compared entry with this formula, charge and spin = 19.0 kcal/mol
HOMO level = -19.124 eV
Max |F| = 3.11 eV Å⁻¹

# CaH16O8

CaH16O8 as an isolated structure (the ωB97M-V functional and the def2-TZVPD basis, the OMol25 dataset).

Last column: natural (NBO) charge in e.
Cartesian coordinates (Å):
Ca -7.690 -8.282 -5.197  1.8249
O -6.641 -6.458 -4.077  -1.0040
H -5.922 -5.863 -4.260  0.5188
H -6.705 -6.569 -3.102  0.5092
O -5.391 -8.080 -6.114  -1.0028
H -4.605 -8.521 -5.724  0.5162
H -5.461 -8.320 -7.062  0.5092
O -7.198 -10.456 -6.353  -0.9753
H -6.343 -10.807 -6.275  0.4953
H -7.711 -11.264 -6.085  0.5005
O -9.759 -6.908 -4.293  -0.9816
H -9.566 -6.297 -3.612  0.5003
H -10.489 -6.554 -4.788  0.5015
O -9.314 -9.899 -4.268  -0.9691
H -8.826 -10.764 -4.168  0.4842
H -10.041 -10.129 -4.826  0.5075
O -7.879 -6.234 -6.603  -0.9670
H -7.074 -5.917 -6.939  0.4948
H -8.365 -6.510 -7.418  0.4966
O -9.613 -8.748 -6.868  -0.9904
H -9.714 -9.346 -7.602  0.5094
H -10.322 -8.146 -7.038  0.4986
O -6.557 -9.257 -3.270  -1.0104
H -5.603 -9.196 -3.080  0.5163
H -6.956 -9.778 -2.577  0.5174

Atoms 1-6, force components in eV/Å:
-0.71 0.37 -0.04
-0.72 -0.77 1.30
0.48 0.50 0.00
0.33 0.42 -0.82
-0.05 -0.59 -0.22
-0.50 0.42 -0.74

## Properties
Kohn-Sham gap = 12.243 eV
Multiplicity = 1
LUMO energy = -6.626 eV
Net charge = +2
Energy = -35068.61074 eV
ΔE to the lowest compared entry with this formula, charge and spin = 16.6 kcal/mol
HOMO level = -18.869 eV
Max |F| = 2.83 eV Å⁻¹

The records above give, respectively, molar mass values of 864.86, 1164.90, 181.89, 352.19, 228.19, 184.20, 184.20 Da.